1.
Entry from the Open Molecules 2025 dataset: a cluster of 16 separate species, C64H80O32 in total in a non-equilibrium geometry (wB97M-V/def2-TZVPD).

Summary:
**Maximum force**: 3.7 eV/A
**Frontier orbital gap**: 7.44 eV
**HOMO energy**: -9.59 eV

ORCA input file:
```
! wB97M-V def2-TZVPD RIJCOSX def2/J DEFGRID3
* xyz 0 1
C 5.11312 3.26674 1.55224
C 5.89660 2.11162 0.97502
O 6.49229 1.43464 2.04905
O 5.90698 4.01602 2.37627
H 4.32781 2.75776 2.17955
H 4.57611 3.80073 0.77620
H 6.73996 2.51465 0.37101
H 5.32056 1.39568 0.37419
H 6.84076 2.20833 2.55236
H 5.81113 4.94972 2.22052
C -0.22206 2.13391 -5.20430
C 0.03877 0.67871 -5.52376
O 1.32821 0.19401 -5.24720
O 0.37390 3.15181 -6.00918
H 0.09244 2.30785 -4.11531
H -1.26193 2.38611 -5.15457
H -0.31779 0.39181 -6.53974
H -0.65376 0.20941 -4.75756
H 1.97414 0.81212 -5.64876
H 1.32282 3.06649 -5.86253
C -2.24451 -4.80256 1.10067
C -1.70414 -4.61679 -0.38337
O -2.64483 -3.67356 -0.90965
O -2.47819 -3.52219 1.66160
H -1.43821 -5.32109 1.59910
H -3.09751 -5.46851 1.16525
H -1.74548 -5.55021 -0.92125
H -0.69206 -4.25942 -0.39069
H -2.10199 -3.15196 -1.52557
H -3.04139 -3.03169 1.03129
C 5.55872 -1.24369 -4.10469
C 5.63801 -0.87300 -2.64032
O 4.56503 -1.46108 -1.92932
O 4.19319 -0.98866 -4.35802
H 5.84931 -2.32800 -4.27209
H 6.22230 -0.58097 -4.65214
H 5.63132 0.26987 -2.58458
H 6.60776 -1.12911 -2.22991
H 3.87983 -1.47592 -2.66110
H 3.88325 -1.47683 -5.12504
C 0.38101 -2.66038 3.63976
C -0.83510 -2.07520 4.43621
O -1.29128 -0.85813 3.86384
O 0.30596 -2.71720 2.24738
H 0.48529 -3.65871 4.08457
H 1.29960 -2.02209 3.89381
H -0.51145 -2.01834 5.46988
H -1.72939 -2.68755 4.38183
H -0.67906 -0.13738 4.02898
H -0.62936 -2.99604 2.08240
C 2.39503 -6.02964 1.69788
C 1.37477 -5.52692 0.74765
O 1.93693 -4.67564 -0.27774
O 3.48938 -6.57017 0.99978
H 1.96347 -6.92864 2.29578
H 2.77171 -5.24085 2.34245
H 0.73494 -4.89936 1.31817
H 0.87366 -6.40340 0.29458
H 2.16612 -3.75760 0.02277
H 3.66018 -5.91441 0.31878
C 3.95236 -1.75613 1.60948
C 5.34723 -1.77919 2.24757
O 6.32981 -1.50951 1.27414
O 3.91785 -2.89013 0.73117
H 3.71744 -0.75265 1.03742
H 3.24405 -1.81497 2.40346
H 5.55247 -2.77103 2.56503
H 5.46979 -1.11971 3.12530
H 6.59712 -0.59370 1.40821
H 4.67486 -2.84730 0.20695
C -5.57635 -0.33746 2.31338
C -4.86929 -1.29113 3.21892
O -4.16995 -0.68535 4.29304
O -4.55087 0.33142 1.65335
H -6.16612 0.38411 2.91251
H -6.15452 -0.87753 1.61088
H -4.17273 -1.81377 2.55902
H -5.48618 -2.05916 3.72462
H -3.26541 -0.63691 4.06231
H -4.27263 1.07464 2.15856
C -3.40348 -0.37313 -2.04756
C -4.65155 -0.58725 -1.65658
C -5.60030 0.43356 -1.23269
O -6.79258 0.28558 -1.13565
C -5.04052 1.84352 -1.17177
C -3.73820 2.03908 -1.50722
C -2.80673 0.99843 -1.89032
O -1.67587 1.31890 -2.17848
H -2.89794 -1.14743 -2.56434
H -4.98206 -1.57180 -1.57205
H -5.76977 2.60987 -0.92485
H -3.22844 3.00238 -1.23071
C 1.60978 5.59364 -0.01409
C 0.78474 6.21753 0.80811
C -0.49543 5.65272 1.23220
O -1.26050 6.24897 1.99925
C -0.90914 4.40522 0.59575
C -0.12854 3.86099 -0.41965
C 1.25005 4.26944 -0.74213
O 1.95008 3.77885 -1.59877
H 2.60833 6.02712 -0.27440
H 0.95436 7.20351 1.29710
H -1.85256 3.90458 0.78324
H -0.59528 3.01404 -0.95556
C 2.66013 2.56922 4.24343
C 3.15742 3.80703 4.10783
C 2.34098 5.00694 3.84283
O 2.80079 6.11107 3.64391
C 0.89078 4.81177 3.80186
C 0.32627 3.63225 4.01763
C 1.14935 2.41228 4.35280
O 0.59676 1.40098 4.71311
H 3.29514 1.67107 4.29900
H 4.23225 3.92287 4.02736
H 0.19740 5.68040 3.73730
H -0.73618 3.56140 4.19451
C -7.52623 -4.42683 -2.76977
C -6.75388 -4.29586 -1.71113
C -7.11015 -3.53147 -0.53989
O -6.34202 -3.31973 0.38431
C -8.52756 -2.97241 -0.50387
C -9.23671 -2.93926 -1.63235
C -8.79840 -3.71537 -2.81149
O -9.55890 -3.84890 -3.76679
H -7.17737 -5.06373 -3.59248
H -5.75825 -4.72565 -1.81928
H -8.69760 -2.33210 0.34019
H -10.12764 -2.33273 -1.80086
C 4.39166 2.99790 -3.78462
C 4.72268 3.70083 -2.70129
C 4.54105 5.17626 -2.56177
O 4.84092 5.81328 -1.58576
C 4.04831 5.84871 -3.82298
C 3.60136 5.11606 -4.85493
C 3.67758 3.67620 -4.86434
O 3.14700 3.03622 -5.76809
H 4.38651 1.91823 -3.94882
H 5.13170 3.19472 -1.82271
H 3.87206 6.91420 -3.87367
H 3.12060 5.59383 -5.73476
C -4.06069 4.74437 4.51891
C -4.16066 5.30244 5.70515
C -4.67967 4.58091 6.91987
O -4.76054 5.08473 8.02222
C -5.10748 3.15472 6.76350
C -4.85447 2.50492 5.61766
C -4.21635 3.21927 4.47831
O -3.79481 2.53961 3.55022
H -3.86502 5.21694 3.57729
H -3.92017 6.36670 5.79898
H -5.56639 2.66752 7.60585
H -5.05702 1.48073 5.28665
C -0.65049 -0.62954 -0.30290
C -0.00865 0.17373 0.55130
C 1.34256 0.70305 0.26513
O 1.87093 1.53874 0.99958
C 2.02013 0.20247 -1.03080
C 1.36096 -0.62124 -1.86141
C 0.02190 -1.08608 -1.53398
O -0.62767 -1.82211 -2.23083
H -1.66586 -1.11852 -0.15743
H -0.48389 0.35187 1.47817
H 2.99463 0.59502 -1.20121
H 1.89534 -0.96654 -2.74791
C 0.40398 -5.73099 -3.35119
C 1.68643 -5.50575 -3.58734
C 2.15595 -4.36874 -4.45369
O 3.29565 -4.25462 -4.84840
C 1.09423 -3.36402 -4.84242
C -0.19381 -3.65083 -4.64766
C -0.66285 -4.80432 -3.86717
O -1.85734 -5.00858 -3.63842
H 0.09027 -6.57882 -2.70614
H 2.48285 -6.11691 -3.10368
H 1.52880 -2.52339 -5.33201
H -0.97879 -2.95443 -4.96524
*
```

---

2.
Entry from the Open Molecules 2025 dataset: a cluster of 19 separate species, C65H130O49S8 in total in a non-equilibrium geometry (wB97M-V/def2-TZVPD).

Summary:
**Maximum force**: 4.5 eV/A
**Frontier orbital gap**: 9.87 eV
**HOMO energy**: -9.91 eV
**ΔE to the lowest compared entry with this formula, charge and spin**: 490.29 kJ/mol

ORCA input file:
```
! wB97M-V def2-TZVPD RIJCOSX def2/J DEFGRID3
* xyz 0 1
C -26.73808 -13.72919 1.67681
O -26.46958 -15.12224 1.74663
C -26.71392 -15.84065 2.84985
O -26.90824 -15.39854 3.96703
O -26.63039 -17.18438 2.47239
C -26.60923 -18.22938 3.35708
H -26.04786 -13.21469 2.34537
H -27.76842 -13.58722 2.00289
H -26.80397 -13.41621 0.63479
H -27.34590 -18.91875 2.94455
H -26.82056 -18.05016 4.41127
H -25.66126 -18.76728 3.34668
C -29.91855 -11.56809 1.36614
O -30.74118 -11.50166 2.51156
C -32.04120 -11.50983 2.51857
O -32.85240 -11.45605 1.55549
O -32.45511 -11.35573 3.84003
C -31.56802 -11.46699 4.96040
H -28.88633 -11.50629 1.71083
H -30.17786 -10.76022 0.68189
H -30.07136 -12.49749 0.81753
H -31.47058 -10.44470 5.32582
H -30.58507 -11.91641 4.81915
H -32.19308 -11.96601 5.70092
C -25.62157 -8.50372 6.22544
O -26.76183 -8.67474 7.02441
C -27.66896 -7.75370 7.13045
O -27.60945 -6.61730 6.71524
O -28.65633 -8.13482 8.08123
C -28.52343 -9.42499 8.78411
H -25.93199 -7.98456 5.31867
H -25.33378 -9.52844 5.99043
H -24.82992 -7.91580 6.68991
H -28.28475 -10.20979 8.06631
H -29.45299 -9.65251 9.30589
H -27.69430 -9.37838 9.49015
C -24.43971 -6.91738 -1.81961
O -24.72736 -6.84176 -3.22966
C -24.62901 -7.93710 -3.91482
O -24.27949 -9.01348 -3.45622
O -24.93938 -7.69256 -5.21786
C -24.89533 -8.72214 -6.16417
H -23.46376 -7.39786 -1.75064
H -25.11495 -7.56696 -1.26267
H -24.52709 -5.92036 -1.38784
H -24.01965 -9.36078 -6.04837
H -24.88946 -8.28168 -7.16119
H -25.85372 -9.23872 -6.11180
C -21.90307 -12.03214 -5.17413
O -20.80606 -12.48649 -4.42045
C -20.47949 -11.86212 -3.21480
O -19.60531 -12.23039 -2.48659
O -21.20994 -10.70340 -3.08042
C -21.24449 -10.00658 -1.89235
H -22.09268 -12.53151 -6.12428
H -21.96868 -10.96917 -5.40624
H -22.79478 -12.25381 -4.58778
H -20.25319 -9.79578 -1.49112
H -21.72603 -10.62327 -1.13346
H -21.90330 -9.13829 -1.88048
C -28.83028 -8.66871 3.64359
O -28.96871 -9.74692 4.55547
C -27.94277 -10.57555 4.72975
O -26.92015 -10.54644 4.04548
O -28.30042 -11.47757 5.72688
C -27.50093 -12.56230 6.11083
H -28.01578 -8.04696 4.01523
H -29.78993 -8.15301 3.60846
H -28.63589 -8.96282 2.61217
H -27.87450 -12.90408 7.07609
H -26.52809 -12.20718 6.45080
H -27.40008 -13.34390 5.35782
C -31.62370 -7.60753 0.88463
O -30.50318 -6.80552 1.33259
C -30.65766 -5.73254 2.08723
O -31.56681 -4.93796 2.00669
O -29.62400 -5.63997 2.89913
C -29.42031 -4.55343 3.88815
H -31.31467 -8.63920 0.71661
H -32.12408 -7.13902 0.03714
H -32.36091 -7.75176 1.67447
H -28.53210 -4.66158 4.51063
H -30.35669 -4.35566 4.40986
H -29.30526 -3.67185 3.25754
C -28.01573 -10.19722 -4.03978
O -28.51011 -8.86639 -3.99163
C -29.31970 -8.53877 -3.03318
O -29.76067 -9.24474 -2.14194
O -29.53079 -7.20496 -3.20620
C -30.21648 -6.45387 -2.19680
H -27.42190 -10.31105 -3.13285
H -27.47384 -10.32761 -4.97651
H -28.82183 -10.93093 -4.04060
H -29.75512 -5.46651 -2.21580
H -29.93604 -6.97968 -1.28412
H -31.30530 -6.45510 -2.24774
C -21.91950 -15.80805 -5.60899
O -22.10637 -16.31846 -7.00870
C -22.27413 -15.48564 -8.07516
O -22.30668 -14.25867 -7.96421
O -22.36597 -16.21154 -9.17757
C -22.56399 -15.49606 -10.38742
H -22.65203 -15.00320 -5.54781
H -20.95744 -15.51592 -5.18803
H -22.39761 -16.46383 -4.88134
H -22.40799 -16.20520 -11.20036
H -21.89622 -14.63464 -10.37681
H -23.53963 -15.01068 -10.36155
C -26.52382 -9.95124 0.83779
O -26.82367 -10.62033 -0.34047
C -25.83256 -11.16057 -0.97497
O -24.63887 -11.08393 -0.84542
O -26.31308 -12.04934 -1.92876
C -25.47675 -12.50296 -2.97535
H -26.53684 -10.66555 1.66101
H -27.28435 -9.28995 1.25298
H -25.58656 -9.39912 0.76848
H -24.51722 -12.94452 -2.70621
H -25.33870 -11.66645 -3.66040
H -25.98576 -13.22551 -3.61327
C -28.84023 -14.69000 -2.51393
O -29.15416 -14.43036 -1.17208
C -29.45238 -15.41802 -0.24887
O -29.61716 -15.11743 0.95606
O -29.62217 -16.61903 -0.82184
C -30.27061 -17.62378 0.01684
H -29.47923 -15.26327 -3.18560
H -27.93132 -15.28905 -2.45811
H -28.81881 -13.69631 -2.96140
H -30.27330 -18.60313 -0.46165
H -31.31792 -17.32603 0.06780
H -29.93878 -17.63629 1.05503
C -27.68241 -14.62489 -8.37857
C -26.56914 -15.39409 -7.61420
C -26.06803 -14.54151 -6.44920
S -26.76382 -12.86519 -6.62788
O -25.67659 -11.96602 -6.43152
O -28.01688 -12.68495 -5.88986
C -27.25081 -13.15298 -8.41606
H -28.64292 -14.83281 -7.90708
H -27.87647 -14.99229 -9.38627
H -25.71802 -15.77846 -8.17629
H -27.04531 -16.31817 -7.28641
H -25.00286 -14.51859 -6.67937
H -26.15284 -14.78494 -5.39012
H -26.37812 -13.09647 -9.06667
H -27.97309 -12.43414 -8.80294
C -23.04143 -13.44234 2.44370
C -22.87021 -12.67623 3.69535
C -21.62316 -13.25854 4.32463
S -20.34167 -13.37875 2.96306
O -19.52089 -14.61905 3.12518
O -19.77256 -12.00911 2.76043
C -21.68006 -13.54487 1.71388
H -23.74352 -12.88052 1.82764
H -23.45593 -14.42046 2.68780
H -23.73686 -12.66879 4.35637
H -22.64140 -11.62229 3.53736
H -21.89029 -14.28135 4.59033
H -21.15260 -12.71445 5.14355
H -21.57881 -14.54363 1.28925
H -21.43674 -12.87059 0.89276
C -24.69996 -18.79794 -7.76588
C -24.75677 -20.27004 -7.95117
C -23.73788 -20.84981 -6.91511
S -23.83602 -19.73866 -5.40663
O -22.48853 -19.19818 -5.06539
O -24.62433 -20.40968 -4.38286
C -24.92066 -18.43424 -6.30990
H -25.53948 -18.36325 -8.30842
H -23.71377 -18.36559 -7.93499
H -24.41880 -20.48809 -8.96425
H -25.75257 -20.67829 -7.77856
H -22.70887 -20.72753 -7.25322
H -23.74528 -21.91990 -6.70788
H -24.65145 -17.48572 -5.84518
H -25.92563 -18.74184 -6.02092
C -18.58542 -8.52905 1.88345
C -19.78914 -8.89561 0.97365
C -20.85780 -7.80161 1.13860
S -20.74063 -7.19112 2.87734
O -21.73531 -7.76120 3.78727
O -20.43794 -5.73785 2.77363
C -19.21792 -8.18858 3.23813
H -18.05283 -7.67749 1.46002
H -17.86194 -9.33511 2.00561
H -20.25107 -9.86624 1.15427
H -19.35171 -8.86247 -0.02416
H -21.87510 -8.15506 0.97049
H -20.79796 -6.91497 0.50740
H -19.58528 -9.15732 3.57680
H -18.65982 -7.83323 4.10435
C -29.00021 -19.53472 -3.24995
C -30.50215 -19.10330 -3.40559
C -30.67400 -18.71062 -4.89387
S -29.15019 -17.82797 -5.37778
O -29.49885 -16.44244 -5.39212
O -28.56079 -18.55628 -6.49755
C -28.15560 -18.38153 -3.89710
H -28.65601 -20.45397 -3.72388
H -28.83539 -19.75702 -2.19567
H -30.76573 -18.18538 -2.88019
H -31.08480 -19.95473 -3.05390
H -31.53018 -18.08941 -5.15680
H -30.75301 -19.58552 -5.53917
H -28.15825 -17.54712 -3.19578
H -27.09459 -18.50108 -4.11633
C -25.37831 -4.39601 3.83916
C -25.93506 -4.00895 2.53354
C -26.00612 -5.26715 1.64309
S -24.56648 -6.31626 2.21703
O -23.46830 -6.37495 1.25426
O -25.18268 -7.54412 2.74356
C -24.14716 -5.22036 3.64570
H -26.09708 -4.89088 4.49230
H -25.18402 -3.45448 4.35285
H -25.29069 -3.27818 2.04481
H -26.91200 -3.54550 2.67097
H -25.97897 -4.96981 0.59479
H -26.87385 -5.89210 1.85422
H -23.25674 -4.69399 3.30193
H -23.83979 -5.98650 4.35750
C -32.15820 -13.78393 -4.98321
C -31.21242 -12.56502 -4.84630
C -31.13014 -11.70718 -6.07881
S -31.90712 -12.74619 -7.42353
O -30.97763 -13.05841 -8.57175
O -33.26766 -12.14619 -7.62843
C -32.00486 -14.24096 -6.38376
H -33.16007 -13.54145 -4.62887
H -31.88604 -14.57757 -4.28738
H -30.16539 -12.82895 -4.69736
H -31.47913 -11.96871 -3.97373
H -30.10641 -11.51879 -6.40220
H -31.74501 -10.80757 -6.05150
H -30.96953 -14.53398 -6.55791
H -32.70429 -14.89921 -6.89916
C -24.40533 -16.43923 0.12101
C -23.19190 -17.34626 -0.40744
C -23.55485 -17.58240 -1.83982
S -24.16832 -15.91995 -2.44732
O -25.39461 -16.24806 -3.15624
O -23.15082 -15.08884 -3.08928
C -24.57956 -15.30086 -0.82828
H -24.06490 -16.16173 1.11860
H -25.32745 -17.00718 0.24446
H -23.13917 -18.28440 0.14502
H -22.25042 -16.81247 -0.27796
H -24.41284 -18.25462 -1.83062
H -22.79248 -17.97047 -2.51531
H -25.53392 -14.79883 -0.98722
H -23.84168 -14.55313 -0.53753
*
```